This record from the OMol25 dataset describes C5H6O as an isolated structure. The level of theory is wB97M-V/def2-TZVPD.

Cartesian coordinates (Å):
O -0.71018 -1.45735 0.95735
C -0.09534 -0.37578 0.29682
C -0.09944 -1.70300 -0.30640
C 1.08399 0.48583 0.61727
C 0.51404 1.54902 0.03409
C -0.83318 0.87679 -0.19481
H -0.75187 -1.86110 -1.16530
H 0.79285 -2.32804 -0.24171
H 2.07538 0.24865 0.99100
H 0.88289 2.52464 -0.27077
H -1.62197 1.19841 0.49486
H -1.23718 0.84193 -1.21242

Calculated values
E_HOMO (eV): -9.55
Energy (eV): -7326.7318
E_LUMO (eV): 1.076
Maximum force (eV/A): 0.40
Energy above the lowest of the compared OMol25 structures with the same formula, charge and spin (kcal per mole): 58.9
Frontier orbital gap (eV): 10.63

Now the Mulliken charges, all in e: O -0.51; C 0.77; C -0.36; C -0.78; C -0.20; C -0.63; H 0.21; H 0.23; H 0.40; H 0.38; H 0.21; H 0.27